# C28H54F9NO13S

4 unconnected molecules or ions with the total composition C28H54F9NO13S in a non-equilibrium geometry (wB97M-V/def2-TZVPD, the OMol25 dataset).

Summary:
Lowest unoccupied orbital energy   0.482 eV
Maximum force   2.14 eV/Å
Total charge   0
SMILES   [H]/N=C/CCOCCOCS(=O)(=O)C(F)(F)C(F)(F)C(F)(F)C(F)(F)F.COCCOCCOC.COCCOCCOC.COCCOCCOC
HOMO energy   -9.0 eV
Orbital gap   0.3475 Eh

Structure (XYZ):
```
106
Properties=species:S:1:pos:R:3:forces:R:3
H 6.394514 0.053355 5.426764 0.08 0.09 0.14
N 5.917883 0.273663 4.556852 0.00 -0.03 0.13
C 5.601403 -0.796669 3.956435 -0.14 0.27 -0.02
C 4.894947 -0.739016 2.644743 0.66 -0.07 0.04
C 5.842331 -0.739069 1.423485 -0.61 -0.26 0.22
O 6.004203 0.539337 0.880534 0.30 0.00 -0.16
C 6.940893 1.331325 1.563011 -0.13 0.62 -0.09
C 6.334016 2.627382 2.156388 -0.28 -0.34 0.09
O 4.946494 2.774315 1.854270 -0.18 -0.30 -0.11
C 4.242436 3.225882 2.967452 0.47 -0.42 -0.23
S 2.634145 3.858256 2.433841 0.19 1.96 -0.85
O 2.434751 5.113089 3.098752 -0.09 -0.36 0.72
O 2.558842 3.890193 1.008390 -0.15 -0.82 0.01
C 1.310145 2.770599 3.154048 0.24 -0.51 0.47
F 1.520053 2.802470 4.489788 -0.05 -0.03 -0.09
F 0.115951 3.313918 2.912297 0.45 0.04 -0.40
C 1.298690 1.255986 2.747958 -0.65 0.08 0.19
F 0.057070 0.790892 3.035693 0.16 0.03 0.03
F 2.168470 0.592269 3.528831 0.13 0.15 -0.22
C 1.560723 0.935650 1.263712 0.00 -0.17 -0.24
F 0.833271 1.773144 0.490912 0.33 -0.22 0.32
F 2.877223 1.065256 1.004106 -0.53 0.06 0.04
C 1.144691 -0.513273 0.861721 0.36 0.16 -0.90
F -0.173857 -0.636668 0.760642 0.27 -0.17 0.43
F 1.663129 -1.421978 1.692107 -0.39 0.18 -0.05
F 1.660038 -0.733088 -0.364571 -0.14 0.05 0.50
H 5.815119 -1.776963 4.377102 0.14 -0.22 0.03
H 4.226810 -1.584902 2.551474 -0.36 -0.08 0.06
H 4.370791 0.202586 2.615889 -0.38 0.07 -0.13
H 6.795319 -1.203991 1.672164 0.27 -0.04 -0.02
H 5.371825 -1.339765 0.657436 -0.01 -0.10 -0.35
H 7.733214 1.616662 0.878919 0.15 -0.02 -0.29
H 7.396206 0.781328 2.376042 0.12 -0.20 0.20
H 6.846455 3.500090 1.769514 0.22 0.23 -0.01
H 6.442618 2.564238 3.233750 0.17 0.14 0.23
H 4.722879 4.103813 3.389547 -0.17 0.35 0.25
H 4.175411 2.451607 3.735124 -0.33 -0.03 0.19
C -4.979025 0.738627 -5.193748 0.14 0.07 -0.05
O -3.938068 1.581450 -4.752353 -0.08 -0.16 0.25
C -4.390894 2.739340 -4.071442 0.15 0.04 -0.19
C -3.541353 3.050017 -2.858555 0.03 0.14 0.03
O -3.681437 2.133130 -1.785927 -0.05 -0.02 0.12
C -3.066232 0.855359 -1.886358 -0.12 -0.05 0.01
C -1.557206 0.879004 -1.834323 0.13 -0.11 -0.23
O -1.010968 1.370567 -3.046137 -0.09 0.30 0.08
C 0.225601 2.029166 -2.878348 -0.03 -0.11 -0.08
H -5.505084 1.174333 -6.050493 -0.09 -0.03 0.03
H -4.528716 -0.204551 -5.498890 0.03 0.02 -0.06
H -5.693167 0.535561 -4.388472 -0.05 0.02 -0.03
H -5.434871 2.627254 -3.760017 0.00 -0.06 0.01
H -4.324723 3.589641 -4.763095 -0.12 0.09 0.09
H -3.898855 4.004064 -2.460788 -0.02 -0.02 0.02
H -2.496083 3.192619 -3.134639 0.01 -0.17 -0.10
H -3.420040 0.313800 -2.764839 0.12 0.06 -0.12
H -3.413116 0.309017 -1.005727 -0.01 0.05 0.03
H -1.189857 -0.145194 -1.684104 -0.05 -0.01 0.19
H -1.237182 1.495680 -0.986496 -0.01 0.01 -0.02
H 0.190458 2.740659 -2.046343 0.03 -0.03 0.02
H 0.430009 2.582177 -3.793683 0.02 -0.06 -0.04
H 1.037578 1.312044 -2.708606 0.04 0.05 0.08
C 2.347323 -2.166709 -2.792283 0.18 -0.16 -0.30
O 2.628377 -3.430656 -3.357402 -0.29 0.02 0.00
C 2.546048 -4.496165 -2.428458 0.22 0.03 -0.13
C 1.865404 -5.710195 -3.022036 0.06 -0.12 0.04
O 0.476762 -5.553161 -3.255952 -0.06 -0.04 0.01
C 0.051835 -4.769339 -4.361000 -0.08 0.10 0.06
C 0.325787 -5.372177 -5.720291 0.12 0.16 -0.14
O 1.698448 -5.283258 -6.059251 0.07 -0.22 0.27
C 2.138287 -6.318407 -6.908047 0.01 0.15 -0.04
H 3.174074 -1.829556 -2.159044 -0.07 0.06 0.10
H 2.220762 -1.463001 -3.614174 0.07 0.01 -0.01
H 1.420852 -2.195240 -2.217794 -0.04 0.00 0.08
H 2.006847 -4.188626 -1.525528 -0.04 0.04 -0.02
H 3.568125 -4.780419 -2.142350 -0.06 -0.07 0.15
H 1.935581 -6.507466 -2.277117 -0.02 0.00 0.01
H 2.389882 -6.059719 -3.912288 0.00 0.18 -0.10
H 0.438473 -3.751048 -4.299679 0.16 -0.03 -0.09
H -1.033332 -4.709707 -4.251827 -0.01 -0.02 0.01
H -0.253378 -4.816216 -6.470055 -0.15 -0.09 0.03
H -0.006063 -6.416996 -5.724472 0.01 -0.02 0.01
H 1.795423 -7.297165 -6.554538 -0.03 0.00 -0.03
H 3.227054 -6.312022 -6.896598 0.00 0.06 -0.04
H 1.793879 -6.161586 -7.936573 -0.03 -0.10 -0.01
C -2.495538 2.767074 4.352803 -0.34 0.09 0.14
O -3.851634 2.675997 3.973631 0.04 -0.26 -0.02
C -4.066212 2.693933 2.570778 -0.05 0.19 0.18
C -5.108876 1.683608 2.153389 -0.04 -0.04 -0.03
O -4.691399 0.328114 2.266134 -0.05 -0.01 -0.07
C -4.620534 -0.266201 3.551527 0.14 -0.03 0.01
C -5.953086 -0.509360 4.224527 0.00 0.09 0.22
O -6.517119 0.695294 4.709764 -0.02 0.11 -0.33
C -7.925524 0.688697 4.736243 0.08 0.03 0.12
H -2.110372 3.781477 4.207706 0.10 -0.04 -0.05
H -2.441746 2.516714 5.412213 0.00 0.07 0.02
H -1.888333 2.052313 3.798729 0.09 -0.01 -0.08
H -3.136534 2.495201 2.025435 0.02 -0.02 0.05
H -4.422899 3.694431 2.293712 0.06 -0.02 -0.17
H -5.282117 1.833954 1.088513 0.01 -0.01 -0.13
H -6.057090 1.859975 2.663537 0.08 -0.03 0.19
H -3.945509 0.284469 4.209397 -0.13 0.11 0.07
H -4.171257 -1.246864 3.374732 -0.01 0.00 -0.02
H -5.794637 -1.184899 5.076737 0.00 -0.15 -0.11
H -6.631242 -0.995101 3.513194 -0.01 0.01 -0.01
H -8.340363 0.311913 3.794803 -0.01 -0.04 0.02
H -8.256037 1.717662 4.868543 0.02 0.00 0.07
H -8.304260 0.084742 5.568973 -0.07 -0.04 -0.06
```
Positions in Å, forces in eV/Å.